Molecular formula: C2H3N3O2S
Method: DFT, ωB97M-V/def2-TZVPD

Values from the calculation:
structure (SMILES): ONC1=NOC=NS1
Kohn-Sham gap: 9.36 eV
charge: 0

CARTESIAN COORDINATES (ANGSTROEM)
C (-0.373, 0.211, -0.029)
C (2.264, -0.199, 0.052)
H (-3.070, -0.722, 0.533)
H (-1.942, 1.401, -0.249)
H (3.343, -0.137, 0.194)
N (-1.720, 0.519, 0.236)
N (0.366, 1.226, -0.091)
N (1.749, -1.318, 0.225)
O (-2.507, -0.516, -0.247)
O (1.769, 0.977, -0.362)
S (0.120, -1.442, -0.261)

***

Molecular formula: C2H3N3OS
Method: DFT, ωB97M-V/def2-TZVPD

Values from the calculation:
Kohn-Sham gap (spin up / spin down): 8.05 / 8.05 eV
charge: 0

CARTESIAN COORDINATES (ANGSTROEM)
C (-1.458, -0.045, -0.886)
C (0.790, 0.576, -0.010)
N (-0.817, 0.935, -1.350)
N (-0.941, -0.891, 0.104)
N (0.408, -0.648, 0.311)
O (2.876, 1.257, 1.497)
S (2.097, 1.610, 0.300)
H (-2.456, -0.494, -1.035)
H (-1.610, -0.949, 0.817)
H (1.111, -1.352, 0.253)

***

ΔE to the lowest compared entry with this formula, charge and spin list, top to bottom, in eV: 3.6685; 4.9464
Electronic energy list, top to bottom, in hartree: -790.80304; -715.51446